15
Properties=species:S:1:pos:R:3 method="wB97M-V/def2-TZVPD" homo_energy_ev="-8.7971 / -8.1090" e_above_lowest_kj_mol=559.5 gap_ev="8.55 / 7.62" spin_multiplicity=1 e_tot_ev=-26197.2177
Cl 0.18 -2.91 -0.88
F 3.66 1.39 0.85
F 3.55 -0.27 -0.59
N -0.75 0.86 0.16
N 0.48 1.32 0.29
C 2.88 0.90 -0.19
C -0.23 -1.29 -0.52
C -2.55 -0.72 0.32
C -1.15 -0.52 -0.06
C 1.52 0.74 0.16
H -3.09 -1.13 -0.67
H -2.82 -1.42 1.18
H -3.19 0.15 0.54
H 3.06 1.51 -1.06
H -1.56 1.38 0.47